No. 1
8
Properties=species:S:1:pos:R:3:forces:R:3 method="wB97M-V/def2-TZVPD" fmax_ev_per_a=2.0 e_tot_ha=-496.99400
F 2.184217 0.627670 0.204562 0.02 -0.02 -0.31
O -1.408267 0.956636 0.282573 -0.53 -1.30 0.30
C -0.088203 1.285537 0.125055 0.34 -0.05 0.03
C 0.852178 0.304476 0.155528 -0.82 0.54 -0.26
O 0.580414 -0.959916 0.120174 -0.37 -0.95 0.92
Li -1.049014 -0.438191 1.957337 0.72 1.11 -1.55
Na -1.361613 -0.996712 -1.041777 0.51 0.77 0.25
H 0.144832 2.300152 -0.211132 0.12 -0.10 0.61

No. 2
95
Properties=species:S:1:pos:R:3:forces:R:3 method="wB97M-V/def2-TZVPD" fmax_ev_per_a=8.2 e_above_lowest_ev=1.0862 total_charge=+3 e_tot_ha=-2332.47558 multiplicity=6
C 2.419363 -1.258811 -1.040884 3.39 -5.05 -0.23
C 1.813975 0.828776 -1.961703 0.16 -0.31 0.13
C 3.277355 -1.503678 -2.104278 -0.79 0.16 0.22
C 2.474854 0.471372 -3.172246 -2.58 4.04 0.58
C 3.229914 -0.689703 -3.242687 2.90 -4.40 -0.14
H 3.925843 -2.362483 -2.015353 0.06 -0.05 -0.32
H 2.400592 1.159236 -4.008040 0.08 -0.04 0.09
H 3.821435 -0.961510 -4.119037 -0.22 0.31 0.30
N 1.651813 -0.167318 -1.013089 -3.74 5.18 0.41
P 0.684812 -2.238109 0.944962 0.98 -1.92 -0.73
P 0.639225 2.496880 -0.019768 0.41 0.85 -1.98
C 2.323912 -2.238703 0.125394 0.46 0.51 -0.50
H 2.560721 -3.250195 -0.224734 0.02 0.18 0.09
H 3.066274 -1.986868 0.900227 -0.11 -0.04 -0.07
C 1.402819 2.133674 -1.623136 -1.16 -0.69 -0.83
H 1.587373 2.894662 -2.382747 -0.11 -0.02 0.39
C -1.149416 3.336079 0.020597 -1.22 0.26 0.20
C 2.010297 3.791679 0.370688 0.20 -0.30 1.03
C -0.331804 -3.492417 -0.119650 -0.69 0.09 -0.45
C 1.027537 -3.110421 2.606981 -0.19 0.66 0.56
C -2.245917 2.414634 0.570535 0.12 -0.55 0.15
H -2.062359 2.185101 1.621872 -0.18 0.02 -0.16
H -3.218089 2.935036 0.530904 0.48 -0.06 -0.16
H -2.337713 1.481257 0.005948 -0.02 0.12 0.14
C -1.156328 4.544035 0.967404 0.42 0.21 0.10
H -0.849031 4.243398 1.978338 -0.16 0.19 -0.23
H -0.534798 5.376721 0.622987 -0.27 -0.23 0.21
H -2.192225 4.911317 1.048693 0.31 -0.20 -0.17
C -1.595090 3.711162 -1.392689 0.45 0.06 -0.73
H -2.534115 4.288176 -1.327452 0.35 -0.21 0.16
H -0.874495 4.333447 -1.931793 -0.05 0.00 0.08
H -1.802308 2.822257 -2.006486 0.20 0.40 0.42
C 1.913590 4.180041 1.845040 0.06 0.40 0.29
H 1.898994 3.308518 2.514276 0.13 0.18 -0.13
H 2.814836 4.764437 2.070678 -0.26 -0.10 0.21
H 1.043224 4.805133 2.061329 0.37 -0.12 -0.01
C 3.416830 3.194877 0.142105 -0.09 -0.46 -0.03
H 3.550386 2.255073 0.688836 0.08 0.11 -0.18
H 3.645735 3.030626 -0.920976 -0.02 0.09 0.34
H 4.156753 3.897844 0.557561 -0.30 -0.17 -0.25
C 1.886490 5.024208 -0.533328 -0.36 0.18 -0.18
H 1.801233 4.775828 -1.598749 0.14 0.17 0.27
H 1.059253 5.685329 -0.263805 0.18 -0.17 -0.11
H 2.810048 5.605719 -0.388899 -0.23 -0.20 -0.11
C -0.276756 -3.634266 3.226313 -0.14 -0.07 0.03
H -0.040156 -3.973290 4.247046 -0.11 0.09 -0.31
H -1.038387 -2.845443 3.300569 0.20 -0.30 0.06
H -0.694750 -4.490861 2.684496 0.12 0.30 0.23
C 1.655788 -2.121003 3.594032 0.12 0.15 0.11
H 2.607958 -1.713810 3.230959 -0.18 -0.10 0.12
H 0.980709 -1.296723 3.849678 0.07 -0.08 -0.02
H 1.867835 -2.679683 4.517917 -0.02 0.27 -0.23
C 2.038777 -4.253431 2.441292 0.17 -0.22 -0.45
H 3.000299 -3.900447 2.053281 -0.12 -0.12 0.17
H 2.218130 -4.675050 3.437613 -0.04 0.17 -0.12
H 1.685888 -5.071527 1.812503 0.14 0.23 0.21
C -0.149799 -3.104749 -1.592787 0.23 0.17 -0.21
H 0.844562 -3.374902 -1.973543 -0.19 0.08 0.13
H -0.878660 -3.655426 -2.205656 0.14 0.16 0.24
H -0.313649 -2.035287 -1.756276 -0.03 -0.07 -0.07
C -1.812590 -3.419079 0.252324 -0.34 0.28 0.32
H -2.159678 -2.390827 0.210832 -0.06 -0.37 -0.01
H -2.406497 -3.976610 -0.490794 0.25 0.04 0.36
H -2.026589 -3.794492 1.259314 0.08 -0.21 -0.36
C 0.108905 -4.957628 0.024858 0.45 -0.12 0.26
H 1.171667 -5.107828 -0.208857 -0.27 -0.05 0.07
H -0.124945 -5.378030 1.010234 0.13 0.09 -0.39
H -0.464837 -5.547232 -0.708983 0.10 0.35 0.14
Ir 0.386799 0.160612 0.639930 -2.81 -0.67 -0.35
C 1.793523 0.560625 1.741241 6.50 0.84 4.97
O 2.691104 0.753907 2.471926 -3.21 -0.52 -2.49
N -2.389698 -0.743344 -0.730981 -1.36 0.62 -3.99
C -2.716723 -0.695678 -1.871320 1.75 0.51 2.77
C -2.854350 -0.387269 -3.347946 -0.39 -0.60 0.24
C -1.924401 0.771392 -3.660077 0.32 0.34 0.17
C -2.520821 -1.609575 -4.202060 0.14 -0.62 0.04
C -4.291982 0.015762 -3.612013 -0.62 0.35 -0.09
H -2.333555 1.678743 -3.204297 0.27 -0.23 -0.14
H -0.908227 0.557365 -3.291665 -0.21 0.24 -0.09
H -1.872900 0.956260 -4.736979 -0.08 -0.21 0.09
H -3.129115 -2.472519 -3.883509 0.35 0.22 -0.15
H -2.777527 -1.410074 -5.252501 0.10 0.08 0.35
H -1.448468 -1.862845 -4.159089 -0.39 -0.01 0.04
H -4.409004 0.291263 -4.664751 0.10 -0.06 0.11
H -4.975596 -0.812297 -3.415854 -0.02 0.15 0.08
H -4.570461 0.893663 -3.016644 -0.09 -0.26 -0.03
N -1.688627 0.921929 4.253758 0.49 -0.56 -1.35
C -2.469644 -0.144122 3.811390 0.64 0.30 -0.31
C -1.937282 -0.556020 2.623598 0.15 0.79 0.35
N -0.840932 0.255208 2.338819 -0.14 0.18 -0.18
C -0.706268 1.134104 3.341086 -0.96 -0.59 0.62
H -1.816978 1.465850 5.095149 -0.08 -0.07 0.08
H -3.308868 -0.532987 4.350636 -0.16 0.06 0.23
H -2.245526 -1.330506 1.939231 -0.11 0.15 0.12
H 0.040478 1.911847 3.442741 -0.08 -0.18 -0.07

No. 3
15
Properties=species:S:1:pos:R:3:forces:R:3 method="wB97M-V/def2-TZVPD" fmax_ev_per_a=5.1 e_above_lowest_ev=4.6758 e_tot_ha=-358.84655
C -2.232176 -1.285868 -0.010173 -1.33 -2.04 -1.58
C -0.410354 1.076465 -0.270480 -2.32 2.88 -2.31
C 1.078789 1.413938 -0.002500 0.65 -1.04 -0.25
C 1.060744 -0.078782 0.470424 1.70 -1.14 -0.51
C 2.093402 -1.033861 -0.039387 4.50 -2.11 0.57
H -2.976404 -0.781662 -0.683141 1.12 0.63 0.84
H -2.572504 -2.301111 0.276541 -0.52 0.84 0.32
H -0.903992 1.452113 -1.247025 0.66 -0.20 1.64
H -1.113108 1.355482 0.627080 1.34 -0.51 -1.35
H 1.911693 1.438660 -0.742116 -1.49 0.39 -0.46
H 1.246104 2.247596 0.653094 0.13 -0.14 0.84
H 0.861625 -0.147217 1.522842 0.07 -0.51 0.66
N -0.982175 -1.306489 0.097607 2.67 1.37 0.24
N -0.079086 -0.301637 -0.361484 -3.12 -1.37 0.59
N 3.017440 -1.747626 -0.291285 -4.06 2.94 0.74

No. 4
54
Properties=species:S:1:pos:R:3:forces:R:3 method="wB97M-V/def2-TZVPD" fmax_ev_per_a=0.3 e_above_lowest_ev=0.1106 total_charge=-1 e_tot_ha=-12147.33411
Mg 1.759433 -0.475391 0.735603 0.05 -0.18 0.03
C 3.389272 2.759379 0.347506 0.00 0.01 -0.01
P 1.830921 2.027243 -0.254994 -0.02 0.01 0.01
C 2.047067 2.190623 -2.062748 0.01 0.00 0.01
C 0.648110 3.399348 0.147078 -0.02 0.00 -0.01
C -0.523295 3.591525 -0.818983 0.00 -0.01 0.00
P -1.616697 2.123814 -1.088217 0.06 -0.02 -0.05
C -2.894397 2.964665 -2.118153 0.00 0.01 0.02
C -2.511285 2.085438 0.511865 0.00 -0.02 0.03
H 3.572300 3.735533 -0.109065 0.01 0.00 0.00
H 4.202213 2.068714 0.123141 0.00 0.00 0.00
H 3.344783 2.855452 1.432894 0.00 0.00 0.00
H 2.279392 3.217232 -2.356648 0.00 0.00 0.00
H 1.150666 1.850445 -2.582162 -0.01 -0.01 0.00
H 2.869500 1.531176 -2.344421 -0.01 0.00 0.00
H 1.219905 4.331205 0.191058 0.00 0.01 0.01
H 0.279957 3.208899 1.159337 0.00 -0.01 0.00
H -0.142296 3.876618 -1.804213 -0.01 -0.01 0.00
H -1.149112 4.421131 -0.470504 0.00 0.01 0.00
H -3.274075 3.870698 -1.638512 0.00 0.01 0.00
H -3.729002 2.283448 -2.291219 0.00 0.00 0.00
H -2.472924 3.229272 -3.089347 0.00 0.00 0.01
H -2.836283 3.083720 0.818467 0.00 -0.01 0.00
H -1.878137 1.651627 1.287565 0.04 -0.01 0.01
H -3.387468 1.442103 0.411085 0.00 0.00 0.00
Se 4.085797 -0.332529 2.132487 -0.04 0.03 0.00
Sb 4.302851 -2.414060 0.738265 -0.03 -0.02 -0.03
Se 1.902007 -3.390543 1.137474 0.01 0.03 0.02
Se 1.620857 -4.608366 3.137545 -0.02 0.09 0.04
Se 3.283288 -1.358872 -1.314713 -0.02 -0.01 0.00
N 1.677455 -1.395071 4.192857 -0.01 -0.09 0.00
C 0.539570 -1.032050 3.624115 0.00 0.06 0.00
N -0.477916 -1.911035 3.669260 0.02 -0.11 0.01
S 0.342383 0.493420 2.860613 -0.06 0.01 -0.05
H 1.819254 -2.406199 4.311528 0.02 0.03 -0.02
H 2.505371 -0.873009 3.908481 0.03 0.00 -0.01
H -0.210048 -2.902222 3.723765 -0.02 0.05 -0.02
H -1.279599 -1.658800 3.118256 0.01 -0.01 0.02
C -2.800682 -3.768825 -0.247332 0.00 0.01 0.00
C -1.490468 -3.096681 0.126933 0.01 0.01 0.00
S -1.392348 -1.400148 -0.475521 -0.01 -0.08 0.07
O -0.003742 -0.954464 -0.150313 -0.02 0.24 -0.06
C -1.359816 -1.700863 -2.254345 0.02 -0.02 0.02
C -0.282585 -2.676072 -2.696344 0.02 0.01 -0.02
H -2.881921 -4.720419 0.277078 0.00 0.00 0.00
H -2.857987 -3.973342 -1.317196 0.00 0.00 0.00
H -3.662437 -3.158427 0.031668 0.00 0.00 0.00
H -0.607635 -3.623555 -0.232480 0.00 -0.02 0.00
H -1.371189 -3.005077 1.208111 0.00 0.00 -0.03
H -1.189102 -0.698255 -2.650717 0.00 0.00 0.00
H -2.371738 -2.002956 -2.536995 0.00 0.00 0.00
H 0.672739 -2.446778 -2.217245 0.01 0.01 0.00
H -0.143384 -2.600425 -3.775621 0.01 0.00 0.00
H -0.547545 -3.708279 -2.466023 -0.01 0.00 0.00

No. 5
12
Properties=species:S:1:pos:R:3:forces:R:3 method="wB97M-V/def2-TZVPD" fmax_ev_per_a=0.7 smiles="C=C=CC(C)=O" e_above_lowest_ev=2.5171 e_tot_ha=-269.25374
C -0.022039 1.039533 -1.551737 -0.34 0.06 -0.30
C -1.043306 0.598416 -0.851190 0.28 0.07 -0.08
C -1.432977 0.101098 0.288316 0.33 0.26 -0.12
C -0.032899 0.117512 0.950892 -0.11 -0.12 0.68
C 0.817167 -1.094055 0.629160 0.07 -0.09 0.11
O 0.354480 1.060375 1.596985 -0.24 -0.56 0.03
H 0.527675 0.389084 -2.223547 -0.16 0.12 -0.16
H 0.341912 2.049572 -1.380853 -0.16 -0.03 -0.30
H -2.400057 -0.169455 0.709541 0.38 0.22 -0.15
H 1.879982 -0.854927 0.543458 -0.19 0.08 0.14
H 0.473435 -1.613515 -0.269314 0.04 0.12 0.21
H 0.678733 -1.760074 1.484830 0.11 -0.14 -0.05

No. 6
24
Properties=species:S:1:pos:R:3:forces:R:3 method="wB97M-V/def2-TZVPD" fmax_ev_per_a=5.2 smiles="C=[P@](C)(CCCOC)N=O" e_above_lowest_ev=8.3052 e_tot_ha=-783.30761
C 2.832410 -2.639476 1.148618 -2.96 0.40 -2.85
P 0.874441 -1.988969 0.245122 4.25 -0.90 1.13
C 1.311917 -1.621752 -1.399635 2.76 -3.69 -2.39
C 0.319056 -0.572382 1.116836 1.94 0.84 2.16
C -0.574242 0.234603 0.175385 -3.70 -2.53 0.02
C -1.566733 1.222402 0.819523 2.33 1.94 0.20
O -2.520510 1.848240 -0.003528 -0.29 -0.62 -0.03
C -2.078348 2.826807 -0.893717 -1.97 0.59 -2.49
N -0.342850 -3.025498 0.314598 -1.81 -1.76 0.11
O -0.568280 -3.856891 -0.649237 0.45 0.62 0.44
H 2.759498 -2.688992 2.206994 0.18 -0.26 0.86
H 3.258807 -3.499085 0.560119 -0.43 0.88 0.84
H 0.741169 -2.365623 -2.090288 0.53 1.47 1.19
H 1.303937 -0.622828 -1.754364 -0.10 0.82 -0.19
H 2.431253 -2.084719 -1.481886 -2.44 1.47 0.02
H 1.326956 -0.033063 1.466339 -2.29 -0.81 -0.71
H -0.107404 -1.066931 2.053286 -0.04 1.09 -1.10
H -1.159125 -0.535199 -0.551078 1.11 1.83 1.66
H -0.041796 0.871024 -0.403321 2.31 1.33 -2.20
H -0.902218 2.039925 1.319895 -0.97 -1.09 -0.62
H -2.076022 0.753497 1.589844 -1.31 -0.87 1.43
H -1.320353 2.439872 -1.616695 -0.50 0.39 0.43
H -1.757912 3.733426 -0.426973 0.80 0.45 0.77
H -3.028818 3.261686 -1.518034 2.13 -1.59 1.33